(1)
Molecular formula: C4H7NOS
Method: DFT, ωB97M-V with the def2-TZVPD basis set

Charge: 0
Energy, Eh: -684.7637
F_max, eV Å⁻¹: 1.3
Structure (SMILES): C=CN(S)C(C)=O
LUMO energy, eV: 0.79
Gap between HOMO and LUMO, Eh: 0.340

Each line ends with the Löwdin charge.
CARTESIAN COORDINATES (ANGSTROEM)
C: -0.089 -2.422 0.166  -0.014
C: 0.032 -1.090 0.312  -0.244
N: -0.178 -0.098 -0.659  -0.423
S: -0.568 -0.602 -2.250  0.851
C: 0.000 1.261 -0.379  -0.535
C: 0.389 1.635 1.036  -0.005
O: -0.213 2.107 -1.217  0.031
H: 0.173 -3.006 1.027  0.038
H: -0.506 -3.011 -0.685  0.053
H: 0.346 -0.656 1.275  0.102
H: -0.817 0.650 -2.695  -0.112
H: 1.297 1.120 1.323  0.081
H: -0.381 1.392 1.740  0.083
H: 0.516 2.719 1.005  0.093

Cartesian forces, eV/Å:
C -0.470 0.380 -0.377
C 0.063 -0.432 -0.068
N 0.209 0.355 0.605
S -0.127 0.005 -0.343
C -0.548 -0.544 0.136
C 0.286 0.446 -0.786
O 0.103 0.002 -0.275
H 0.002 -0.213 0.279
H 0.576 1.004 0.541
H -0.128 -0.588 -0.672
H 0.072 -0.161 0.229
H 0.289 0.162 0.170
H -0.499 -0.187 0.371
H 0.171 -0.230 0.189

(2)
Molecular formula: C12H15Cl6CoN3O2
Method: DFT, ωB97M-V with the def2-TZVPD basis set

Charge: 0
Spin multiplicity: 4
Energy, Eh: -4924.9527
F_max, eV Å⁻¹: 0.6
LUMO energy (spin up / spin down), eV: 0.06 / 0.05
Gap between HOMO and LUMO (spin up / spin down), Eh: 0.257 / 0.257

Each line ends with the Löwdin charge.
CARTESIAN COORDINATES (ANGSTROEM)
Co: 0.929 0.449 -0.577  0.624
Cl: 4.732 -0.244 4.820  0.643
C: 4.192 -0.132 3.179  -0.713
C: 5.101 -0.124 2.138  -0.713
Cl: 6.801 -0.214 2.447  0.644
C: 4.640 -0.037 0.815  -0.617
Cl: 5.743 -0.014 -0.521  0.682
C: 3.288 0.028 0.537  -0.400
O: 2.797 0.120 -0.708  -0.258
C: 2.361 0.035 1.601  -0.400
O: 1.067 0.129 1.284  -0.220
C: 2.820 -0.049 2.901  -0.616
Cl: 1.639 -0.041 4.171  0.675
Cl: -1.067 3.959 -1.041  0.555
C: 0.658 4.296 -0.817  -0.921
Cl: 1.658 2.830 -0.824  0.703
H: 0.795 4.775 0.144  0.036
H: 0.996 4.916 -1.637  0.032
C: -2.099 -2.619 0.182  -0.032
N: -1.486 -1.824 -0.888  -0.142
C: -0.129 -2.250 -1.208  -0.049
C: -1.825 -0.519 -1.033  -0.416
N: -0.914 0.388 -1.294  0.067
N: -3.146 -0.210 -0.905  -0.157
C: -4.187 -1.090 -1.420  -0.046
C: -3.556 1.168 -0.706  -0.058
H: -1.405 -2.696 1.022  0.103
H: -2.327 -3.620 -0.183  0.095
H: -3.012 -2.153 0.537  0.081
H: -0.117 -3.339 -1.212  0.097
H: 0.608 -1.934 -0.462  0.077
H: 0.166 -1.895 -2.193  0.096
H: -1.321 1.277 -1.554  0.011
H: -3.762 -2.041 -1.723  0.087
H: -4.660 -0.628 -2.291  0.095
H: -4.953 -1.266 -0.663  0.094
H: -2.820 1.700 -0.107  0.071
H: -4.500 1.174 -0.161  0.095
H: -3.706 1.696 -1.655  0.097

Cartesian forces, eV/Å:
Co -0.161 0.081 -0.037
Cl -0.019 0.015 -0.095
C -0.194 -0.013 0.150
C 0.113 0.019 -0.234
Cl -0.091 0.000 0.014
C 0.316 -0.069 0.053
Cl -0.033 -0.005 0.082
C -0.198 0.004 -0.604
O 0.300 0.033 0.217
C -0.526 -0.014 -0.052
O 0.151 -0.112 0.368
C 0.082 -0.036 0.302
Cl 0.103 -0.009 -0.031
Cl 0.087 0.031 -0.001
C -0.084 -0.098 0.037
Cl 0.252 0.279 -0.162
H -0.049 0.035 0.010
H -0.027 0.044 -0.005
C 0.041 0.055 -0.056
N 0.144 -0.147 0.284
C -0.052 -0.123 -0.065
C -0.005 0.097 -0.098
N -0.073 -0.108 0.055
N -0.089 0.024 -0.009
C 0.025 0.034 0.027
C 0.015 -0.044 -0.031
H 0.012 -0.004 -0.001
H -0.004 -0.009 -0.002
H 0.035 -0.003 0.001
H -0.030 -0.004 -0.087
H -0.035 0.036 0.078
H -0.010 0.044 0.013
H 0.019 -0.037 -0.109
H -0.007 0.019 -0.015
H -0.014 0.000 -0.002
H -0.002 -0.009 0.004
H 0.002 -0.019 0.015
H -0.015 -0.007 -0.021
H 0.019 0.018 0.005

(3)
Molecular formula: C3H5NO3
Method: DFT, ωB97M-V with the def2-TZVPD basis set

Charge: 0
Energy, Eh: -397.7130
F_max, eV Å⁻¹: 3.0
LUMO energy, eV: 0.21
Gap between HOMO and LUMO, Eh: 0.262

Each line ends with the Löwdin charge.
CARTESIAN COORDINATES (ANGSTROEM)
C: -1.185 0.730 -0.107  -0.101
C: 1.091 0.188 -0.282  -0.146
C: -1.791 -0.496 0.220  -0.591
N: 2.360 0.673 -0.351  0.145
O: 0.131 1.026 -0.113  0.055
O: -0.916 -1.538 0.489  0.025
O: -2.993 -0.694 0.290  0.023
H: -1.467 -2.326 0.619  0.116
H: -1.797 1.610 -0.181  0.107
H: 0.955 -0.879 -0.369  0.145
H: 3.126 0.065 -0.117  0.107
H: 2.486 1.640 -0.098  0.115

Cartesian forces, eV/Å:
C -2.248 -0.163 0.172
C 0.283 1.103 0.382
C 0.184 0.320 -0.041
N -0.721 0.171 0.207
O 2.706 -1.309 -0.514
O 0.361 -0.264 -0.141
O -0.162 -0.103 -0.028
H -0.052 0.296 0.057
H 0.089 0.018 0.036
H -0.396 0.022 0.006
H -0.085 -0.141 -0.082
H 0.041 0.049 -0.055

(4)
Molecular formula: C19H19N3O4
Method: DFT, ωB97M-V with the def2-TZVPD basis set

Charge: 0
Energy, Eh: -1200.5973
F_max, eV Å⁻¹: 1.1
Structure (SMILES): COc1cc(C)ccc1OCc1cc(C(=O)NCc2ccncc2)no1
LUMO energy, eV: 0.59
Gap between HOMO and LUMO, Eh: 0.340

Each line ends with the Löwdin charge.
CARTESIAN COORDINATES (ANGSTROEM)
C: -5.942 -0.873 0.551  -0.067
O: -5.302 0.024 -0.333  -0.068
C: -4.087 0.544 0.005  -0.205
C: -3.792 1.786 -0.558  0.040
C: -2.607 2.449 -0.299  -0.276
C: -2.303 3.770 -0.936  -0.047
C: -1.697 1.866 0.578  -0.043
C: -1.959 0.629 1.125  -0.013
C: -3.133 -0.057 0.832  -0.218
O: -3.300 -1.338 1.362  -0.063
C: -2.860 -2.374 0.500  -0.102
C: -1.415 -2.242 0.147  -0.226
C: -0.780 -1.467 -0.785  0.071
C: 0.592 -1.726 -0.553  -0.180
C: 1.749 -1.126 -1.264  -0.453
O: 1.621 -0.305 -2.149  0.081
N: 2.936 -1.593 -0.823  0.075
C: 4.197 -1.081 -1.303  -0.120
C: 4.891 -0.224 -0.276  -0.200
C: 6.251 -0.349 -0.027  -0.025
C: 6.831 0.476 0.926  -0.150
N: 6.156 1.375 1.618  0.052
C: 4.861 1.494 1.381  -0.144
C: 4.182 0.726 0.451  -0.011
N: 0.734 -2.583 0.433  0.117
O: -0.497 -2.903 0.869  0.040
H: -5.622 -1.906 0.390  0.082
H: -5.763 -0.604 1.594  0.103
H: -7.006 -0.794 0.329  0.095
H: -4.534 2.218 -1.211  0.125
H: -2.051 4.509 -0.178  0.082
H: -3.150 4.130 -1.512  0.075
H: -1.446 3.673 -1.602  0.085
H: -0.776 2.377 0.816  0.114
H: -1.252 0.163 1.796  0.129
H: -3.025 -3.300 1.054  0.144
H: -3.446 -2.380 -0.431  0.141
H: -1.199 -0.812 -1.518  0.133
H: 2.929 -2.237 -0.046  0.138
H: 4.844 -1.911 -1.604  0.127
H: 3.963 -0.475 -2.186  0.135
H: 6.848 -1.070 -0.564  0.107
H: 7.888 0.411 1.148  0.104
H: 4.346 2.244 1.968  0.104
H: 3.124 0.864 0.285  0.110

Cartesian forces, eV/Å:
C -0.281 -0.193 0.231
O 0.376 0.068 -0.211
C 0.058 -0.040 0.119
C 0.026 -0.123 0.033
C -0.090 -0.090 0.035
C 0.025 -0.007 -0.001
C -0.026 -0.078 0.019
C -0.169 0.057 0.099
C -0.094 -0.118 0.014
O -0.087 0.536 0.106
C 0.166 -0.279 -0.124
C 0.144 0.634 -0.939
C -0.072 -0.647 0.457
C -0.973 -0.275 0.406
C 0.436 -0.219 0.074
O -0.249 0.117 -0.031
N 0.187 -0.128 0.081
C 0.009 0.090 -0.207
C 0.110 0.051 0.113
C -0.205 0.090 -0.021
C 0.142 -0.181 -0.159
N 0.307 0.288 0.368
C -0.351 -0.021 -0.125
C 0.162 -0.058 -0.035
N 0.989 0.264 -0.319
O -0.495 -0.130 0.243
H -0.004 0.083 0.029
H -0.020 -0.013 -0.056
H 0.068 -0.032 0.037
H -0.107 0.070 -0.066
H 0.008 0.099 0.001
H -0.029 0.082 -0.054
H 0.039 0.065 -0.069
H 0.121 0.056 0.035
H 0.052 -0.082 0.048
H -0.013 0.044 -0.169
H 0.068 -0.024 0.175
H -0.158 0.170 -0.144
H -0.052 0.011 -0.012
H -0.054 0.126 -0.016
H 0.109 -0.170 0.090
H 0.075 -0.089 -0.038
H 0.098 -0.082 -0.039
H -0.128 0.042 0.002
H -0.119 0.033 0.019

> Which value of energy does entry 4 give?

-1200.5973 Eh